Formula: C4H3NO2
Source: the OMol25 dataset
Level of theory: the ωB97M-V functional and the def2-TZVPD basis

Calculated values
- LUMO level (eV) = 0.107
- SMILES string = O=CC=C=NC=O
- gap between HOMO and LUMO (eV) = 10.064
- HOMO level (eV) = -9.96

```
10
Properties=species:S:1:pos:R:3:forces:R:3
O -1.922 1.277 0.954 -0.1325 -0.3099 -0.3477
C -2.073 0.343 0.195 0.0057 0.2628 0.2085
C -1.008 -0.603 -0.156 0.0860 -0.0230 0.1104
C 0.195 -0.427 0.355 0.5624 -0.0099 0.0483
N 1.324 -0.277 0.775 -0.8241 -0.1603 -0.2717
C 2.319 0.221 -0.119 0.3638 -0.2491 -0.4196
O 2.927 -0.530 -0.823 -0.0820 0.5459 0.2850
H -3.053 0.127 -0.271 0.0643 0.0882 0.0385
H -1.160 -1.446 -0.823 -0.1140 0.0268 0.2368
H 2.451 1.315 -0.087 0.0704 -0.1716 0.1116
```
Forces are in eV/Å.

Formula: C4H3NO2
Source: the OMol25 dataset
Level of theory: the ωB97M-V functional and the def2-TZVPD basis

Calculated values
- LUMO level (eV) = -0.681
- SMILES string = [H]/N=C1/C=CC(=O)O1
- gap between HOMO and LUMO (eV) = 10.141
- HOMO level (eV) = -10.82

```
10
Properties=species:S:1:pos:R:3:forces:R:3
H -0.929 0.345 -2.641 -0.1217 0.0677 0.1419
N -0.870 0.988 -1.848 0.4632 -0.1294 0.3289
C -0.371 0.410 -0.849 0.1322 0.2207 -0.1573
C -0.075 0.938 0.507 0.7503 -0.2185 0.0869
C 0.151 -0.087 1.317 0.2797 0.0408 -0.0034
C 0.383 -1.265 0.462 0.1893 -0.6797 0.1753
O 0.962 -2.278 0.719 -0.5281 0.3037 -0.2193
O -0.009 -0.928 -0.825 -0.1869 -0.2669 0.0156
H 0.332 1.885 0.801 -1.0964 0.9398 -0.3267
H 0.426 -0.009 2.356 0.1183 -0.2782 -0.0419
```
Forces are in eV/Å.

Formula: C4H3NO2
Source: the OMol25 dataset
Level of theory: the ωB97M-V functional and the def2-TZVPD basis

Calculated values
- LUMO level (eV) = 0.115
- SMILES string = O=Cc1ccon1
- gap between HOMO and LUMO (eV) = 10.613
- HOMO level (eV) = -10.50

```
10
Properties=species:S:1:pos:R:3:forces:R:3
O -2.214 1.051 -0.969 0.2340 -0.4391 0.1290
C -1.671 -0.022 -0.860 -0.1694 0.2852 -0.0508
C -0.292 -0.175 -0.329 0.0629 -0.1159 0.0232
C 0.377 0.662 0.603 0.1179 -0.0293 0.0638
C 1.547 0.011 0.797 -0.0813 0.1201 0.0073
O 1.596 -1.096 0.037 0.1323 0.0252 0.1069
N 0.429 -1.218 -0.661 -0.3540 0.2047 0.1045
H -2.183 -0.968 -1.106 0.0460 0.0635 -0.1740
H 0.009 1.569 1.056 0.0903 -0.1116 -0.0657
H 2.403 0.187 1.432 -0.0786 -0.0030 -0.1442
```
Forces are in eV/Å.

Formula: C4H3NO3
Source: the OMol25 dataset
Level of theory: the ωB97M-V functional and the def2-TZVPD basis

Calculated values
- LUMO level (eV) = 0.100
- SMILES string = O=C1OC=N/C1=C/O
- gap between HOMO and LUMO (eV) = 9.445
- HOMO level (eV) = -9.35

```
11
Properties=species:S:1:pos:R:3:forces:R:3
O 0.418 2.397 0.190 -0.6476 -2.4064 -1.1978
C 0.596 1.223 -0.086 1.5402 1.3895 1.4370
O 1.939 0.801 -0.260 0.3120 -2.0448 0.4243
C 1.923 -0.594 -0.060 1.3613 -1.3298 0.2001
N 0.815 -1.208 0.065 -0.1623 2.9608 0.3571
C -0.097 -0.070 0.023 4.3241 0.4381 -0.5751
C -1.328 -0.326 0.072 -4.5887 -3.8185 1.0256
O -2.299 0.482 -0.208 -4.4306 -0.1085 -0.4108
H 2.829 -1.274 0.106 -0.6388 2.0600 -0.7842
H -1.608 -1.368 0.405 0.2931 0.9973 -0.7156
H -3.188 -0.063 -0.248 2.6373 1.8624 0.2394
```
Forces are in eV/Å.

Formula: C4H3NO4S2
Source: the OMol25 dataset
Level of theory: the ωB97M-V functional and the def2-TZVPD basis

Calculated values
- LUMO level (eV) = 5.125
- total charge = -2
- gap between HOMO and LUMO (eV) = 4.639
- HOMO level (eV) = 0.49

```
14
Properties=species:S:1:pos:R:3:forces:R:3
C -0.383 0.249 1.321 1.4223 -1.8666 -1.2452
C 1.478 1.067 -0.260 1.1832 -1.3327 0.1550
C -1.866 0.572 -0.878 -1.0202 1.5559 0.1548
C 0.642 0.025 0.366 -1.8425 1.1502 -0.1423
N 0.657 -1.312 -0.133 -3.9468 1.7337 -3.9065
O -1.097 -0.975 1.617 -1.0032 0.5989 0.7157
O -0.648 1.286 1.856 -1.1972 0.9421 1.6733
O 1.774 2.176 0.160 -0.9191 0.7414 0.6179
O -2.310 1.537 -0.401 0.7712 -0.3479 0.2871
S 2.385 0.429 -1.646 0.3510 -0.0167 -1.0101
S -1.861 -0.618 -1.898 0.3662 -1.2076 -0.7120
H 0.691 -1.155 -1.218 0.5148 -0.9058 2.3886
H -0.940 -1.674 0.935 0.7428 1.2810 0.3194
H 1.478 -1.608 0.179 4.5775 -2.3258 0.7043
```
Forces are in eV/Å.

Formula: C4H3NS2
Source: the OMol25 dataset
Level of theory: the ωB97M-V functional and the def2-TZVPD basis

Calculated values
- LUMO level (alpha / beta) (eV) = -1.057 / -1.221
- gap between HOMO and LUMO (alpha / beta) (eV) = 6.782 / 5.855
- HOMO level (alpha / beta) (eV) = -7.84 / -7.08

```
10
Properties=species:S:1:pos:R:3:forces:R:3
C 0.753 0.978 -0.033 3.4533 -0.8156 -0.6723
C -0.179 -1.176 0.506 -1.2932 -1.0741 0.4993
C -1.465 0.892 0.116 -0.9383 2.1357 0.3003
C 0.939 -0.535 -0.143 1.5747 1.3437 1.6791
N -0.421 1.543 0.001 0.7312 -0.8476 0.1021
S -1.178 -2.320 0.166 0.2766 -0.2544 0.3254
S -2.992 0.842 0.251 -1.9278 -0.8914 0.0209
H 1.691 1.541 0.004 -0.7394 0.2383 -0.0951
H 0.881 -0.941 -1.106 0.2426 -0.0783 -2.0385
H 1.972 -0.823 0.240 -1.3797 0.2436 -0.1212
```
Forces are in eV/Å.